Entry 1:
DFT (ωB97M-V/def2-TZVPD) results for a molecular structure, C36H25Cl2N4O2PtSi.

Element x y z (Å)
Pt1 -0.032405 -0.618420 -0.075913
Cl1 -4.486957 -3.910858 4.711333
C1 -3.090211 -3.191029 3.950011
C2 -3.139184 -2.933066 2.586327
C3 -2.050919 -2.368767 1.917583
N1 -2.021224 -2.089874 0.581938
C4 -3.070357 -1.649739 -0.103644
O1 -4.067857 -2.208824 -0.541242
C5 -2.976764 -0.117090 -0.248468
C6 -4.134181 0.626645 -0.404228
C7 -4.101934 1.995516 -0.204573
C8 -2.900205 2.588337 0.138757
C9 -1.768455 1.797436 0.211313
N2 -1.801624 0.476454 0.019993
C10 -0.912666 -1.982152 2.688037
C11 -0.873609 -2.278440 4.041676
C12 -1.952734 -2.892153 4.673708
Cl2 -1.836685 -3.233010 6.383493
N3 0.118566 -1.342224 1.982173
C13 1.369814 -1.284975 2.425956
O2 1.828652 -1.365433 3.568264
C14 2.358141 -1.302670 1.264537
C15 3.703920 -1.479111 1.519103
C16 4.562762 -1.785165 0.477023
C17 4.033280 -1.938637 -0.791812
C18 2.682728 -1.708448 -0.987217
N4 1.863642 -1.358019 0.009026
H1 -4.017669 -3.205468 2.016130
H2 -5.040246 0.090448 -0.649646
H3 -5.001041 2.590857 -0.304302
H4 -2.821749 3.650988 0.321736
H5 -0.793777 2.215302 0.422372
H6 -0.007384 -1.994867 4.619138
H7 4.024139 -1.405564 2.548943
H8 5.621210 -1.928875 0.654255
H9 4.645946 -2.219253 -1.637064
H10 2.238585 -1.792907 -1.967576
C19 0.760041 -4.127073 -4.636597
C20 0.005904 -4.086962 -3.470656
C21 -0.187665 -2.881620 -2.808605
C22 0.354199 -1.685867 -3.299251
C23 1.108867 -1.750553 -4.473977
C24 1.313402 -2.956097 -5.136849
Si1 0.037087 -0.070319 -2.330644
C25 -1.583517 0.565145 -3.110397
C26 -1.911121 1.925308 -3.108983
C27 -3.098671 2.391756 -3.656443
C28 -4.002940 1.498536 -4.214978
C29 -3.706668 0.142916 -4.223141
C30 -2.511424 -0.313219 -3.681312
C31 1.342862 1.163414 -2.970333
C32 2.489476 1.446030 -2.220292
C33 3.488440 2.285618 -2.697403
C34 3.358019 2.879799 -3.944869
C35 2.222430 2.630435 -4.703330
C36 1.231070 1.785171 -4.219207
H11 0.918623 -5.067708 -5.150368
H12 -0.425121 -4.996710 -3.070802
H13 -0.755458 -2.868295 -1.881678
H14 1.553238 -0.845734 -4.875997
H15 1.906549 -2.981627 -6.043773
H16 -1.214201 2.640547 -2.682733
H17 -3.321163 3.452783 -3.644116
H18 -4.932452 1.857637 -4.640529
H19 -4.407633 -0.563716 -4.650435
H20 -2.302185 -1.376303 -3.696514
H21 2.591595 1.023204 -1.227960
H22 4.363335 2.484246 -2.089490
H23 4.130900 3.540461 -4.318824
H24 2.107353 3.096038 -5.675183
H25 0.356183 1.599415 -4.832168

Cartesian forces, eV/Å:
0.3 0.1 -0.1
0.1 0.0 0.0
-0.1 0.0 0.0
-0.1 -0.1 0.0
0.1 0.2 -0.2
-0.2 -0.2 0.2
-0.1 0.2 0.0
0.0 0.0 0.0
-0.1 -0.1 0.0
-0.1 0.1 0.0
-0.1 -0.1 0.0
0.1 0.0 0.0
0.0 0.1 0.0
-0.1 -0.1 -0.1
0.2 0.2 0.0
0.0 0.1 0.2
0.0 0.0 0.0
0.0 0.0 -0.1
-0.2 -0.2 -0.1
0.2 0.0 0.0
0.0 0.0 0.0
-0.1 -0.1 0.1
0.1 0.0 0.0
0.0 0.0 0.1
-0.1 0.0 -0.1
0.0 0.1 0.0
0.0 0.1 0.1
0.0 0.0 0.0
0.0 0.0 0.0
0.0 0.0 0.0
0.0 0.0 0.0
0.0 0.0 0.0
0.0 0.0 0.0
0.0 0.0 0.0
0.0 0.0 0.0
0.0 0.0 0.0
0.0 0.0 0.0
0.0 0.0 0.0
0.0 0.0 0.0
0.0 0.0 0.0
0.0 0.0 -0.1
0.0 0.0 0.0
0.0 0.0 0.0
-0.1 -0.1 0.0
-0.1 0.0 0.0
0.0 0.0 0.0
0.0 0.0 0.0
0.0 0.0 0.0
0.0 0.0 0.0
0.0 0.1 0.1
0.1 0.0 0.1
-0.1 0.1 0.0
0.0 0.0 0.0
0.0 0.0 0.0
0.0 0.0 0.0
0.1 -0.1 0.0
0.0 0.0 0.0
0.0 0.0 0.0
0.0 0.0 0.0
0.0 0.0 0.0
0.0 0.0 0.0
0.0 0.0 0.0
0.0 0.0 0.0
0.0 0.0 0.0
0.0 0.0 0.0
0.0 0.0 0.0
0.0 -0.1 0.0
0.0 0.0 0.0
0.0 0.0 0.0
0.0 0.0 0.0
0.0 0.0 0.0

## Properties
- Multiplicity: 1
- Electronic energy: -83966.966 eV
- Orbital gap: 6.23 eV
- Charge: -1
- HOMO energy: -3.9 eV
- Max |F|: 0.0069 hartree/bohr
- Energy relative to the best compared isomer or geometry (same formula, charge and spin): 1.011 eV

Löwdin atomic charge list, values in e, 6 entries: Pt 1.018; Cl 0.608; C -0.699; C -0.054; C -0.242; N 0.029

Entry 2:
DFT (ωB97M-V/def2-TZVPD) results for a molecular structure, C36H26IN2O2PPd.

Element x y z (Å)
Pd1 -1.704086 0.252798 -0.756661
O1 -2.327114 2.396975 -0.422596
C1 -2.287710 3.053816 0.620720
C2 -2.207808 4.498910 0.586705
C3 -2.324981 5.215185 1.717555
C4 -2.488344 4.583114 3.013303
C5 -2.515680 3.247269 3.131088
C6 -2.366102 2.395787 1.960410
C7 -2.306492 1.056935 2.176834
N1 -2.082627 0.040635 1.232367
N2 -2.433516 -1.089256 1.675643
C8 -2.469564 -2.109241 0.671341
O2 -2.619397 -1.759535 -0.503697
C9 -2.426107 -3.479939 1.143461
C10 -2.575642 -4.514507 0.212988
C11 -2.502910 -5.825216 0.635952
C12 -2.277750 -6.109112 1.980616
C13 -2.132505 -5.085512 2.908996
C14 -2.210083 -3.767408 2.495949
H1 -2.118527 4.958226 -0.388032
H2 -2.316332 6.296683 1.675520
H3 -2.585167 5.211159 3.888029
H4 -2.626087 2.772453 4.097405
H5 -2.460267 0.662953 3.174656
H6 -2.755700 -4.278720 -0.827242
H7 -2.629030 -6.631974 -0.072569
H8 -2.227231 -7.139265 2.307334
H9 -1.971892 -5.316299 3.952629
H10 -2.116046 -2.966551 3.215045
I1 -1.561901 0.356648 -3.303870
C15 0.349438 0.363497 -4.141228
C16 0.283849 0.372624 -5.508857
C17 1.460682 0.375333 -6.276732
C18 2.661706 0.363520 -5.640292
C19 2.744799 0.350455 -4.226990
C20 4.027165 0.333749 -3.632820
C21 4.174014 0.316628 -2.279266
C22 3.026859 0.318615 -1.477066
C23 1.747513 0.344851 -1.996172
P1 0.571967 0.337023 -0.607370
C24 0.975268 -1.163396 0.310044
C25 0.542202 -2.373607 -0.237942
C26 0.879797 -3.570567 0.369435
C27 1.639482 -3.570014 1.531967
C28 2.079088 -2.372015 2.075453
C29 1.755958 -1.168351 1.466262
C30 0.973849 1.832919 0.311233
C31 0.859294 1.909722 1.699274
C32 1.165243 3.090688 2.359248
C33 1.550421 4.210489 1.638309
C34 1.634875 4.151518 0.252969
C35 1.356116 2.969041 -0.409521
C36 1.568996 0.352825 -3.414995
H11 -0.669634 0.375565 -6.021197
H12 1.394353 0.384021 -7.355172
H13 3.584681 0.362693 -6.204880
H14 4.892177 0.331520 -4.283400
H15 5.151960 0.299901 -1.820073
H16 3.172744 0.302529 -0.402916
H17 -0.059275 -2.385155 -1.140753
H18 0.547147 -4.504638 -0.062179
H19 1.898343 -4.505959 2.008202
H20 2.689634 -2.371263 2.968135
H21 2.143372 -0.246419 1.878807
H22 0.562707 1.043751 2.275258
H23 1.109816 3.130908 3.438869
H24 1.794518 5.128837 2.155273
H25 1.936637 5.022873 -0.311843
H26 1.448859 2.928270 -1.486920

Cartesian forces, eV/Å:
0.5 0.2 -0.4
-0.4 0.1 -0.2
0.1 -0.1 0.1
0.0 0.0 0.0
0.0 0.0 0.0
0.0 0.0 0.0
0.0 -0.1 -0.1
0.0 -0.1 0.1
0.2 0.2 -0.3
-0.2 -0.2 0.7
0.0 0.0 -0.5
0.0 0.3 0.1
-0.2 -0.2 0.1
0.0 -0.1 0.0
0.0 0.0 0.0
0.0 0.0 0.0
0.0 0.0 0.0
0.0 0.0 -0.1
0.0 0.0 -0.1
0.0 0.0 0.0
0.0 0.0 0.0
0.0 0.0 0.0
0.0 0.0 0.0
0.0 0.0 0.0
0.0 0.0 0.0
0.0 0.0 0.0
0.0 0.0 0.0
0.0 0.0 0.0
0.0 0.0 0.0
-0.2 0.0 0.1
0.2 0.0 -0.1
0.0 0.0 0.1
0.0 0.0 0.0
0.0 0.0 0.0
0.0 0.0 0.0
0.0 0.0 0.0
0.0 0.0 -0.1
0.0 0.0 0.0
0.1 -0.1 -0.1
-0.1 0.0 0.0
0.0 0.0 0.1
0.0 0.0 0.0
0.0 0.0 0.0
0.0 0.0 0.0
0.0 0.0 0.0
0.1 0.0 0.0
0.0 0.0 0.0
0.0 0.0 0.0
0.0 0.0 0.0
0.0 0.0 0.0
0.0 0.0 0.0
-0.1 0.0 0.0
-0.1 0.0 0.1
0.0 0.0 0.0
0.0 0.0 0.0
0.0 0.0 0.0
0.0 0.0 0.0
0.0 0.0 0.0
0.0 0.0 0.0
0.0 0.0 0.0
0.0 0.0 0.0
0.0 0.0 0.0
0.0 0.0 0.0
0.0 -0.1 0.0
-0.1 0.0 0.0
0.0 0.0 0.0
0.0 0.0 0.0
0.0 0.0 0.0
0.0 0.0 0.0

## Properties
- Multiplicity: 1
- Electronic energy: -65682.668 eV
- Orbital gap (spin up / spin down): 5.91 / 5.91 eV
- Charge: +2
- HOMO energy (spin up / spin down): -13.7 / -13.7 eV
- Max |F|: 0.0142 hartree/bohr
- Energy relative to the best compared isomer or geometry (same formula, charge and spin): 0.207 eV

Löwdin atomic charge list, values in e, 6 entries: Pd 0.501; O -0.045; C -0.313; C 0.013; C -0.009; C -0.024

Entry 3:
DFT (ωB97M-V/def2-TZVPD) results for a molecular structure, C36H26N7O2W.

Element x y z (Å)
W1 -0.018900 -0.092905 0.164964
C1 1.066191 -0.513810 5.824889
C2 2.003549 -0.461283 4.796784
C3 1.644884 0.033801 3.556262
C4 0.342098 0.470941 3.354284
C5 -0.590029 0.454834 4.374942
C6 -0.223585 -0.053510 5.615448
N1 -0.000781 0.993900 2.040838
C7 0.597305 2.306954 1.779188
C8 0.634340 3.281638 2.760360
C9 1.177343 4.521505 2.459783
C10 1.678793 4.771064 1.189139
C11 1.643249 3.784005 0.215234
C12 1.104960 2.537768 0.501010
N2 1.001525 1.546920 -0.527450
N3 1.941045 0.481480 -0.248855
C13 2.018764 -0.308864 -1.425250
C14 3.135939 -0.547254 -2.205057
C15 2.990504 -1.416342 -3.274162
C16 1.764025 -2.030906 -3.520721
C17 0.702070 -1.768824 -2.680031
N4 0.843979 -0.918418 -1.660257
H1 1.348689 -0.905019 6.793020
H2 3.015396 -0.804826 4.966700
H3 2.357183 0.093789 2.740873
H4 -1.596132 0.816956 4.201112
H5 -0.950395 -0.084894 6.415657
H6 0.235699 3.078254 3.745772
H7 1.202594 5.293208 3.216795
H8 2.101085 5.739576 0.956878
H9 2.030386 3.961374 -0.779628
H10 4.069218 -0.054369 -1.973944
H11 3.832546 -1.621078 -3.922079
H12 1.640739 -2.713425 -4.348699
H13 -0.267503 -2.236366 -2.796142
O1 -2.297276 -2.492970 0.200097
C18 -2.010965 -1.303476 0.082816
N5 -1.661359 -0.573891 1.430250
C19 -1.464738 -1.624087 2.416178
O2 -2.252250 -1.844389 3.279826
C20 -0.192532 -2.375559 2.196574
C21 0.097136 -3.482613 2.967286
C22 1.315837 -4.113793 2.787939
C23 2.200785 -3.601968 1.851373
C24 1.838841 -2.488122 1.117659
N6 0.656573 -1.881956 1.273932
C25 -2.532672 -0.371014 -0.960074
C26 -3.705131 -0.421875 -1.686569
C27 -3.887822 0.559690 -2.649405
C28 -2.907545 1.524915 -2.860156
C29 -1.745242 1.488063 -2.112059
N7 -1.580276 0.540303 -1.191805
H14 -0.634031 -3.817858 3.689118
H15 1.575477 -4.985657 3.372654
H16 3.167941 -4.054115 1.684849
H17 2.513202 -2.051637 0.393725
H18 -4.431875 -1.197644 -1.493542
H19 -4.794218 0.577404 -3.240018
H20 -3.039433 2.293782 -3.607618
H21 -0.924772 2.183193 -2.234165
C30 -1.345888 0.822230 1.491134
C31 -2.444908 1.812600 1.538832
C32 -2.326217 3.087321 0.984100
C33 -3.395169 3.967471 1.037499
C34 -4.592494 3.582833 1.626167
C35 -4.720662 2.310618 2.163110
C36 -3.652021 1.428021 2.121032
H22 -1.405671 3.393096 0.504455
H23 -3.294569 4.956117 0.609279
H24 -5.424652 4.273277 1.661063
H25 -5.651993 2.002283 2.619138
H26 -3.750695 0.433079 2.540348

Cartesian forces, eV/Å:
-0.2 0.0 -0.1
0.0 0.0 0.0
0.0 0.0 0.0
0.0 0.0 0.0
0.0 0.0 0.0
0.0 0.0 0.0
0.0 0.0 0.0
0.0 0.0 0.0
0.0 0.0 0.0
0.0 0.0 0.0
0.0 0.0 0.0
0.0 0.0 0.0
0.0 0.0 0.0
0.0 0.0 0.0
0.0 0.0 0.0
0.0 0.0 0.0
0.0 0.0 0.0
0.0 0.0 0.0
0.0 0.0 0.0
0.0 0.0 0.0
0.0 0.0 0.0
0.0 0.0 0.0
0.0 0.0 0.0
0.0 0.0 0.0
0.0 0.0 0.0
0.0 0.0 0.0
0.0 0.0 0.0
0.0 0.0 0.0
0.0 0.0 0.0
0.0 0.0 0.0
0.0 0.0 0.0
0.0 0.0 0.0
0.0 0.0 0.0
0.0 0.0 0.0
0.0 0.0 0.0
0.0 0.0 0.0
0.0 0.0 0.0
0.0 0.0 -0.1
0.0 0.0 0.0
0.0 0.0 0.0
0.0 0.0 0.0
0.0 0.0 0.0
0.0 0.0 0.0
0.0 0.0 0.0
0.0 0.0 0.0
0.0 0.0 0.0
0.0 0.0 0.0
0.0 0.0 0.0
0.0 0.0 0.0
0.0 0.0 0.0
0.0 0.0 0.0
0.0 0.0 0.0
0.0 0.0 0.0
0.0 0.0 0.0
0.0 0.0 0.0
0.0 0.0 0.0
0.0 0.0 0.0
0.0 0.0 0.0
0.0 0.0 0.0
0.0 0.0 0.0
0.0 0.0 0.0
0.0 0.0 0.0
0.0 0.0 0.0
0.0 0.0 0.0
0.0 0.0 0.0
0.0 0.0 0.0
0.0 0.0 0.0
0.0 0.0 0.0
0.0 0.0 0.0
0.0 0.0 0.0
0.0 0.0 0.0
0.0 0.0 0.0

## Properties
- Multiplicity: 1
- Electronic energy: -54099.903 eV
- Orbital gap: 6.45 eV
- Charge: +1
- HOMO energy: -9.7 eV
- Max |F|: 0.0038 hartree/bohr
- Energy relative to the best compared isomer or geometry (same formula, charge and spin): 1.397 eV

Löwdin atomic charge list, values in e, 6 entries: W 1.624; C -0.061; C -0.054; C -0.019; C -0.245; C -0.018